25
Properties=species:S:1:pos:R:3:forces:R:3 method="wB97M-V/def2-TZVPD" lumo_ev=0.91 charge=0 multiplicity=1 de_lowest_kcal_mol=87.4 gap_ev=10.135
C -1.460 -1.306 -0.599 0.64 -0.25 -0.49
H 2.888 1.498 -0.660 0.05 0.03 0.07
H -1.147 1.127 0.978 0.10 -0.15 0.07
H -4.061 0.171 -1.553 0.04 0.01 0.07
C 3.352 -1.132 0.044 0.08 -0.12 -0.13
H 4.282 -0.549 0.036 -0.17 -0.11 0.00
H 3.473 -1.944 0.772 -0.03 0.17 -0.16
H -1.094 -2.333 -0.753 -0.22 0.57 0.09
C -0.110 2.448 -0.038 1.85 -0.59 -0.71
H -1.927 -1.589 1.563 0.00 0.22 -0.34
C -2.083 0.603 0.997 -0.62 -0.49 0.54
H 2.276 0.173 1.391 -0.02 -0.04 -0.18
H -2.527 0.793 1.982 -0.09 -0.12 -0.14
N -2.908 -1.201 -0.352 -0.33 0.00 -0.04
N -2.987 1.106 -0.050 0.04 -0.26 -0.02
H 3.237 -1.587 -0.954 0.03 0.12 0.30
H -0.941 3.034 0.191 -0.68 0.56 0.09
C -1.954 -0.889 0.723 0.02 -0.05 0.59
C 1.982 0.890 -0.622 -0.14 -0.01 0.02
C -3.376 0.099 -0.714 0.03 0.18 -0.10
C 0.837 1.752 -0.312 -0.45 0.60 0.04
C 2.155 -0.250 0.386 0.00 -0.09 0.19
H 1.237 -0.852 0.417 0.12 0.10 -0.04
H 1.862 0.480 -1.629 -0.06 -0.02 0.01
H -1.006 -0.542 -1.245 -0.20 -0.29 0.28